The following is a quantum chemistry calculation of a molecular structure, C49H41FNO2S2W, from OMol25.

The geometry in ORCA input format:
```
! wB97M-V def2-TZVPD RIJCOSX def2/J DEFGRID3
* xyz 1 1
W -1.1644 -0.5129 0.1729
S -1.4187 0.9460 -1.7810
S 1.4704 -1.3319 -1.2000
F -0.8280 -5.8480 3.2556
O -2.5299 1.5026 -0.9330
O 1.0472 -0.4103 -2.2905
N -1.9931 -0.7365 1.7253
C -2.5465 -3.6374 0.9963
C 0.7868 0.8201 2.8531
C -2.7679 0.9530 -6.1105
C -1.5038 0.4655 -5.7736
C -3.4198 -1.1590 5.0658
C -4.6619 -0.5710 4.8999
C 2.0443 3.8681 -1.5127
C -0.5526 2.5610 1.8233
C -1.0548 -5.0268 2.2208
C -2.8826 -0.6901 2.7699
C -2.3273 -4.5047 2.0421
C 0.5101 1.3898 4.1027
C 1.8943 2.8125 -0.5751
C -1.0683 0.4525 -4.4613
C -0.0250 -4.7334 1.3550
C 3.7812 -2.6755 -0.9124
C 0.0511 3.1619 -2.6844
C -4.5684 0.4414 1.2505
C -3.5994 1.4221 -5.0963
C -0.2906 2.5037 4.2122
C 1.0882 -0.4686 0.3749
C -4.1622 -0.1221 2.5795
C -0.0815 2.1231 -1.7481
C -1.7838 -2.2593 -0.9715
C -5.0276 -0.0706 3.6595
C 3.1500 4.7440 -1.3883
C 1.7228 -1.0033 1.5680
C -1.1994 -1.9428 4.1984
C 4.0654 4.5749 -0.3909
C 5.1517 -2.8217 -0.7519
C -2.5190 -1.2400 4.0157
C 3.9229 3.5174 0.5329
C 5.9905 -1.7114 -0.7650
C -1.9204 0.9456 -3.4797
C -0.2666 -3.8604 0.3020
C 0.2478 1.4155 1.6966
C 7.4756 -1.8624 -0.6003
C 0.5423 0.8759 0.3385
C 1.6033 -0.3646 2.7408
C 1.0971 4.0263 -2.5543
C 3.2479 -1.4056 -1.0764
C 0.7880 1.9281 -0.7122
C -3.2126 0.9927 -7.5444
C -1.5196 -3.2697 0.1095
C -0.8295 3.0887 3.0648
C 2.8640 2.6597 0.4482
C 4.0626 -0.2822 -1.0984
C -3.1892 1.4159 -3.7730
C 5.4256 -0.4457 -0.9465
H -2.7571 0.1900 -8.1219
H 3.2541 5.5535 -2.1001
H -0.6074 -1.9151 3.2866
H -4.2272 1.4737 1.1444
H -5.3548 -0.5122 5.7287
H 0.9318 0.9341 4.9908
H -3.1399 -1.5724 6.0276
H 6.0684 0.4264 -0.9664
H -0.6254 -1.4868 5.0069
H -0.0877 0.0802 -4.1967
H -0.6697 3.2683 -3.4841
H -4.1332 -0.1209 0.4214
H -0.5035 2.9263 5.1849
H 3.6368 0.7029 -1.2454
H -4.2953 0.9127 -7.6262
H 2.0851 -0.7511 3.6299
H -1.3636 -2.9894 4.4637
H 2.3084 -1.9099 1.4787
H 7.9976 -1.5000 -1.4870
H -2.8344 -2.2399 -1.2635
H 5.5736 -3.8105 -0.6244
H 7.8337 -1.2803 0.2496
H 3.1352 -3.5457 -0.9178
H -3.1223 -4.7815 2.7217
H 1.2234 4.8430 -3.2537
H -5.6522 0.4347 1.1438
H -3.5370 -3.2186 0.8601
H 4.9043 5.2521 -0.3016
H -0.9734 3.0114 0.9320
H -3.8305 1.7726 -2.9771
H -1.4654 3.9597 3.1512
H -1.1729 -2.4028 -1.8640
H 0.9432 -5.1939 1.4993
H 0.5287 -3.6637 -0.4011
H 2.7680 1.8532 1.1647
H -4.5879 1.7887 -5.3430
H -0.8530 0.0846 -6.5505
H 4.6586 3.3877 1.3158
H -2.9143 1.9392 -7.9998
H 7.7512 -2.9033 -0.4438
H -6.0109 0.3628 3.5234
*
```

Values from the calculation:
Frontier orbital gap (spin up / spin down), eV: 5.9 / 5.9
LUMO level (spin up / spin down), eV: -3.99 / -3.99
HOMO level (spin up / spin down), Eh: -0.3617 / -0.3617

The following is a quantum chemistry calculation of 11 unconnected molecules or ions with the total composition C21H69O26P5, from OMol25.

The geometry in ORCA input format:
```
! wB97M-V def2-TZVPD RIJCOSX def2/J DEFGRID3
* xyz 0 1
P -4.0858 2.7723 1.7745
P -2.0579 -3.6979 -3.5089
P 4.0280 1.0862 -5.3822
P 0.8872 -5.0690 1.6084
P -0.7088 -1.0629 5.2367
O -0.6895 -0.4924 3.7540
O 1.9276 -3.8838 1.4372
O -0.7324 0.5791 -1.3626
O 0.7428 3.6721 -5.2792
O -2.4817 -0.5291 0.5594
O -2.3693 -5.1250 -3.5738
O -0.6982 -0.0684 6.3073
O -4.1807 3.1334 0.2363
O 3.6418 0.0100 -4.3126
O -1.9736 -2.0368 5.1690
O 3.2330 -0.5347 0.5122
O 1.3412 -5.7177 3.0152
O -2.0127 -2.8998 -4.8982
O -3.1325 -2.8730 -2.6451
O -5.6077 2.8598 2.2447
O 0.7038 -6.0173 0.5064
O -0.6674 -3.2266 -2.9105
O -3.3915 1.5198 2.0965
O 3.1111 2.2298 -5.4966
O 1.2451 5.3486 -0.4828
O 5.5107 1.4768 -4.9247
O 4.2122 0.2342 -6.7130
O 0.4808 -2.1239 5.2603
O 0.8983 3.6872 1.8953
O -0.4493 -4.2744 2.0332
O -3.4277 4.0568 2.4209
C 2.7106 -6.0307 3.2682
C -3.1370 -1.4359 -2.6747
C 1.9886 -2.7812 2.3365
C -3.2731 -1.4274 5.2631
C 4.1142 0.9188 -7.9811
C 1.4002 3.9924 3.1910
C 3.2823 0.3794 -2.9813
C -3.0770 4.0567 3.8090
C 0.2981 0.9432 -0.4566
C -3.0578 2.9358 -0.6506
C 0.6009 -3.1170 6.2788
C 3.7640 0.6292 1.1490
C -0.2860 -3.6982 -1.6134
C 1.0432 4.4145 -1.5497
C -0.0199 2.8092 -4.4596
C 0.3312 0.4269 3.3737
C -6.3366 4.0794 2.0793
C -1.2225 -4.7544 3.1406
C -2.9650 -3.1094 -5.9350
C -1.9854 -1.6983 1.1839
C 6.1767 2.5445 -5.5644
H 1.2843 -0.0986 3.2572
H 1.8363 3.6740 -1.6000
H 4.7287 1.8167 -8.0247
H 2.3693 4.4880 3.1165
H -3.6670 -1.5544 6.2704
H -3.8876 -1.9143 4.5069
H -0.6435 -4.6625 4.0595
H -3.3101 3.1037 4.2844
H -1.0946 -4.2058 -1.0768
H -2.1177 -1.0603 -2.7885
H -1.9995 -2.5129 0.4569
H 5.5689 3.1639 -6.2291
H 1.4903 -1.9072 1.9277
H -3.3953 -2.1245 -6.1367
H 4.3480 0.3144 2.0182
H -3.6979 4.7960 4.3187
H 0.1406 0.9070 2.4167
H 1.2811 4.3243 1.2745
H 0.4726 -4.4762 -1.6803
H -3.2800 -0.3579 5.0420
H 0.0310 4.0127 -1.5936
H 1.1871 4.9713 -2.4858
H -3.0064 3.8318 -1.2651
H -6.3893 4.5513 3.0623
H -1.4933 0.2969 -0.8270
H 3.0449 -2.5910 2.5297
H -2.0305 4.3203 3.9177
H -3.7751 -3.7842 -5.6562
H 0.8156 0.1101 0.0232
H 0.4423 1.1978 4.1374
H -5.8715 4.7621 1.3697
H -1.9968 -3.9962 3.2868
H -3.4346 -1.1287 -1.6717
H -1.7019 -5.7199 3.0022
H 3.3972 -5.6197 2.5262
H 4.4257 1.2108 0.5008
H 0.0093 -2.8201 -1.0430
H -2.4583 -3.4724 -6.8276
H 3.9701 -0.9879 0.0914
H -2.1249 2.8228 -0.1009
H -3.2602 2.0615 -1.2616
H -0.7095 3.4326 -3.8900
H 0.9721 1.5782 -1.0337
H -0.1128 1.6181 0.3058
H 2.9316 1.2677 1.4361
H 4.5144 0.1795 -8.6722
H -0.9803 -1.5236 1.5659
H 1.5705 3.2050 -5.4832
H 3.0807 1.1646 -8.2120
H -2.6609 -2.0605 1.9686
H 1.5405 -3.0437 3.2989
H 7.0194 2.1692 -6.1458
H 1.4925 -2.8920 6.8696
H 0.8348 -4.0768 5.8152
H -7.3459 3.8623 1.7372
H -0.6010 2.0704 -5.0207
H 2.8406 -7.1075 3.3274
H 3.3437 1.4678 -2.8830
H 6.5714 3.2679 -4.8490
H 0.7005 4.6918 3.6646
H 0.6892 6.1046 -0.6859
H 2.2694 0.0675 -2.7411
H 1.4507 3.1295 3.8505
H 0.6298 2.2546 -3.7747
H -3.8165 -1.0825 -3.4450
H -0.2886 -3.1461 6.9016
H 2.9629 -5.5398 4.2098
H -2.7377 0.1299 1.2377
H 3.9843 -0.0423 -2.2655
*
```

Values from the calculation:
SMILES: COP(=O)(OC)OC.COP(=O)(OC)OC.COP(=O)(OC)OC.COP(=O)(OC)OC.COP(=O)(OC)OC.CO.CO.CO.CO.CO.CO
Frontier orbital gap, eV: 9.8
LUMO level, eV: 0.37
HOMO level, Eh: -0.3472

no.,F_max (hartree/bohr),calculated total energy (Ha)
1,0.0517,-3060.10708
2,0.0355,-4504.90502